2 unconnected molecules or ions with the total composition CH8N3O, computed with ωB97M-V/def2-TZVPD.

Last column: Mulliken charge in e.
Geometry (Å):
C1 1.358 0.044 -0.479  0.06
N1 1.530 1.124 0.198  -0.25
N2 -2.260 0.101 -0.015  -0.30
N3 1.450 -1.093 0.113  -0.32
O1 -0.942 -0.066 0.265  -0.57
H1 1.367 -0.030 -1.527  0.39
H2 1.435 0.909 1.177  0.26
H3 1.241 1.974 -0.270  0.27
H4 -2.422 -0.551 -0.708  0.29
H5 -2.923 -0.313 0.725  0.32
H6 -2.606 1.168 -0.138  0.35
H7 1.055 -1.299 1.011  0.24
H8 1.717 -1.967 -0.354  0.26

Lowest unoccupied orbital energy in Eh: -0.1087
Molar mass in u: 78.095
E_tot in eV: -7675.3485
Gap between HOMO and LUMO in eV: 10.41
HOMO level in Eh: -0.49121
Net charge: +1

***

A single C4H4O molecule, computed with ωB97M-V/def2-TZVPD.

Last column: Mulliken charge in e.
Geometry (Å):
C1 2.638 -0.188 0.448  0.34
C2 1.493 -0.122 0.053  -0.51
C3 0.176 -0.172 -0.422  -0.52
C4 -2.014 0.408 0.050  -0.32
O1 -0.739 0.591 0.140  -0.18
H1 3.636 -0.269 0.816  0.42
H2 -0.178 -0.934 -1.110  0.30
H3 -2.368 -0.510 -0.406  0.20
H4 -2.643 1.197 0.431  0.28

Lowest unoccupied orbital energy in Eh: -0.0076
Molar mass in u: 68.075
E_tot in eV: -6254.7752
Gap between HOMO and LUMO in eV: 6.89
HOMO level in Eh: -0.26068

***

A single C6H12O molecule, computed with ωB97M-V/def2-TZVPD.

Last column: Mulliken charge in e.
Geometry (Å):
C1 0.244 2.102 0.314  -1.68
C2 -0.066 0.606 0.232  1.17
O1 -1.135 0.299 1.136  -0.59
C3 -0.440 0.012 -1.232  -0.91
C4 -0.663 -1.479 -0.888  -0.60
C5 0.474 -1.726 0.359  -0.57
C6 1.047 -0.332 0.658  -0.94
H1 -0.492 2.652 -0.281  0.41
H2 1.241 2.327 -0.073  0.35
H3 0.198 2.503 1.340  0.38
H4 -1.792 1.003 1.100  0.35
H5 -1.301 0.570 -1.644  0.40
H6 0.342 0.080 -2.016  0.30
H7 -1.743 -1.582 -0.635  0.24
H8 -0.506 -2.197 -1.704  0.37
H9 1.361 -2.397 0.261  0.35
H10 -0.027 -2.083 1.267  0.23
H11 1.950 -0.077 0.084  0.37
H12 1.309 -0.283 1.722  0.37

Lowest unoccupied orbital energy in Eh: 0.0336
Molar mass in u: 100.161
E_tot in eV: -8463.4989
Gap between HOMO and LUMO in eV: 10.95
HOMO level in Eh: -0.36871

***

A molecular structure, C57H38CrN9, computed with ωB97M-V/def2-TZVPD.

Last column: Mulliken charge in e.
Geometry (Å):
Cr1 -0.051 0.043 0.122  -1.39
C1 3.007 3.109 4.987  -0.81
C2 3.997 2.147 4.764  -0.72
C3 3.786 1.093 3.889  -0.20
C4 2.562 1.021 3.241  0.20
C5 2.017 0.083 2.275  -0.44
N1 0.757 0.492 1.889  0.65
C6 0.456 1.634 2.595  -0.38
N2 -0.659 2.314 2.570  -0.48
C7 -1.666 2.013 1.738  -0.67
C8 -2.983 2.563 1.898  0.53
C9 -3.550 3.399 2.859  -0.34
C10 -4.905 3.655 2.790  -0.66
C11 -5.697 3.085 1.776  -0.61
C12 -5.147 2.253 0.823  -0.27
C13 -3.778 1.986 0.884  0.44
C14 -2.914 1.109 0.152  -1.43
N3 -3.379 0.241 -0.744  -0.19
C15 -2.728 -0.736 -1.291  -1.53
N4 -1.303 -1.021 -1.254  2.19
C16 -1.203 -2.460 -1.476  -0.88
N5 -0.173 -3.204 -1.248  -0.50
C17 0.883 -2.858 -0.502  -1.38
N6 1.082 -1.674 0.176  1.14
C18 2.153 -1.854 1.012  -1.42
N7 2.648 -0.997 1.915  -0.25
C19 2.700 -3.164 0.828  0.62
C20 3.730 -3.859 1.466  -0.06
C21 3.927 -5.183 1.136  -0.83
C22 3.107 -5.827 0.187  -0.61
C23 2.088 -5.152 -0.450  -0.16
C24 1.883 -3.807 -0.128  0.44
C25 -2.473 -2.939 -1.940  0.89
C26 -2.892 -4.198 -2.365  -0.52
C27 -4.217 -4.371 -2.728  -0.64
C28 -5.131 -3.312 -2.650  -0.71
C29 -4.735 -2.068 -2.188  -0.57
C30 -3.401 -1.879 -1.842  0.73
N8 -1.647 1.167 0.671  0.63
C31 1.573 1.991 3.453  0.09
C32 1.785 3.041 4.337  0.23
H1 3.203 3.921 5.678  0.38
H2 4.944 2.235 5.285  0.38
H3 4.542 0.341 3.702  0.57
H4 -2.935 3.822 3.644  0.50
H5 -5.374 4.287 3.536  0.36
H6 -6.761 3.297 1.759  0.37
H7 -5.755 1.798 0.049  0.49
H8 4.342 -3.360 2.208  0.52
H9 4.715 -5.749 1.622  0.38
H10 3.281 -6.876 -0.029  0.37
H11 1.437 -5.640 -1.165  0.51
H12 -2.186 -5.018 -2.409  0.54
H13 -4.562 -5.338 -3.073  0.38
H14 -6.158 -3.472 -2.956  0.40
H15 -5.435 -1.247 -2.094  0.52
H16 1.010 3.778 4.506  0.54
C33 -2.064 0.815 -3.642  -2.03
C34 -0.592 0.601 -3.249  4.55
C35 0.015 2.000 -3.144  -3.50
C36 -0.299 -0.209 -1.930  -0.73
C37 0.041 -0.185 -4.405  -0.64
C38 -0.358 -1.504 -4.641  0.49
C39 0.163 -2.240 -5.691  -1.08
C40 1.100 -1.677 -6.548  -0.44
C41 1.522 -0.379 -6.317  -0.85
C42 1.000 0.355 -5.257  -0.69
H17 -2.586 1.403 -2.891  0.47
H18 -2.595 -0.123 -3.792  0.32
H19 -2.092 1.366 -4.588  0.50
H20 -0.452 2.534 -2.317  0.71
H21 -0.165 2.566 -4.064  0.69
H22 1.089 1.959 -2.953  0.53
H23 0.524 -0.876 -2.185  0.93
H24 -1.076 -1.975 -3.983  0.06
H25 -0.160 -3.264 -5.838  0.41
H26 1.498 -2.244 -7.381  0.38
H27 2.267 0.073 -6.963  0.38
H28 1.368 1.359 -5.101  0.39
C43 2.286 1.517 -0.320  -0.22
C44 3.473 1.291 -0.315  -0.11
C45 4.774 0.716 -0.238  -0.04
C46 5.855 1.421 0.300  -0.62
C47 7.096 0.814 0.414  -0.53
C48 7.282 -0.496 -0.004  -0.46
C49 6.212 -1.203 -0.539  -0.55
C50 4.971 -0.605 -0.660  -0.15
H29 5.706 2.436 0.645  0.53
H30 7.925 1.362 0.848  0.36
H31 8.253 -0.968 0.097  0.36
H32 6.342 -2.233 -0.847  0.39
H33 4.127 -1.158 -1.054  0.46
N9 0.966 1.832 -0.320  2.44
C51 0.559 3.057 -0.347  -0.71
C52 1.341 4.244 -0.371  -0.84
C53 1.639 4.906 0.843  -0.31
C54 2.245 6.145 0.842  -0.56
C55 2.568 6.788 -0.351  -0.48
C56 2.273 6.152 -1.552  -0.60
C57 1.669 4.908 -1.572  -0.30
H34 1.382 4.417 1.773  0.36
H35 2.479 6.620 1.789  0.36
H36 3.044 7.761 -0.345  0.35
H37 2.528 6.634 -2.490  0.36
H38 1.454 4.426 -2.518  0.31

Lowest unoccupied orbital energy (spin up / spin down) in Eh: 0.1442 / 0.1417
Molar mass in u: 900.990
E_tot in eV: -101558.1224
<S²>: 0.804
Gap between HOMO and LUMO (spin up / spin down) in eV: 4.57 / 4.44
Spin multiplicity: 2
HOMO level (spin up / spin down) in Eh: -0.02374 / -0.02158
Net charge: -2

***

Which of these has the highest E_tot?
C4H4O

***

molar mass of number 1 (CH8N3O)?
78.095 u

***

The lowest molar mass belongs to which entry?
C4H4O

***

Among the records above, which one has the highest molar mass?
C57H38CrN9